(1)
An isolated molecule of C22H19NO6 in a non-equilibrium geometry, computed with ωB97M-V with the def2-TZVPD basis set.

```
48
Properties=species:S:1:pos:R:3:forces:R:3:nbo_charge:R:1
C -0.39085 0.50549 -2.65514 0.2796 2.4523 1.6100 -0.2937
C 0.22454 -1.47384 -0.38732 5.2063 -0.2071 -3.3005 0.0093
H -3.11811 3.34060 -0.70996 -4.4105 2.1688 5.4529 0.1600
C -0.86094 -0.91445 -0.02981 -9.6201 -0.4613 6.3714 -0.3641
H -2.96884 4.68274 -2.79339 1.3745 -1.1026 -1.0275 0.2608
C 1.29650 -0.57373 -1.25180 -7.8835 8.9543 15.7690 -0.0196
H 3.33443 1.02647 4.40917 -2.9174 5.5987 3.3852 0.1767
C 2.25503 -0.15013 -0.00870 -2.3678 3.1684 -4.4821 -0.1633
O 3.04725 -0.07430 2.46052 -3.8995 8.5439 6.2776 -0.4243
C 3.67255 -0.88793 1.84612 2.8946 -4.2568 2.4445 0.2994
H -0.42860 -4.95743 0.47243 0.8069 2.4707 -1.3160 0.2443
C -1.91473 -1.76892 0.76124 1.7163 -1.9072 -1.2736 0.3655
C -1.59846 2.80016 -3.33924 2.9413 -1.7666 -1.7909 -0.2483
C 2.97312 -1.28281 0.51386 0.6097 12.3635 7.9702 0.5399
H 1.68786 -1.22325 -1.60795 8.5819 -12.9578 -10.4198 0.1770
H 0.06095 0.82569 -3.56370 1.0416 -1.7708 -1.5721 0.2438
O 3.00500 2.06598 0.75724 -3.0095 2.5881 -3.3046 -0.6078
C 2.25425 1.29349 -0.05794 1.8712 -7.9220 1.5587 0.3277
H -4.98372 -0.60276 -0.30242 -2.4566 -1.9579 -0.1474 0.2194
C -4.25149 0.07962 -0.13307 0.5526 4.6818 -6.1470 -0.6480
H -3.54648 -0.04190 -1.07275 -0.8998 0.0892 2.1596 0.2336
C 4.62370 -1.44830 2.84516 0.0839 -6.0541 -11.0363 -0.3721
C 0.45462 -2.76329 -0.22826 1.8450 -10.2027 -2.3577 -0.2651
O 1.08331 2.90146 -1.09727 -0.0909 -4.2808 -1.6628 -0.6542
H -2.38156 -3.74122 1.37807 -0.4543 -1.0459 0.3393 0.2161
H -1.20406 2.90130 -4.31971 0.2240 0.1194 -0.8627 0.2282
H 5.45687 -0.70442 4.58412 0.1645 -0.5902 1.0254 0.2396
O 3.35067 -2.24793 0.17970 2.8605 -13.2298 -7.1038 -0.4627
H 2.63922 2.96898 0.36809 1.1706 -1.3484 1.3173 0.5138
O -2.00967 1.85635 -1.23951 2.1063 3.5342 -4.1536 -0.4890
N 0.59285 0.53037 -1.55432 1.1903 3.0630 -3.4135 -0.3809
H 1.31348 -3.50910 -0.82048 -1.7365 3.2839 1.6070 0.2253
C -1.15412 1.75344 -2.58786 -5.0117 0.5830 3.9419 0.2645
C -3.64156 -0.01432 1.11278 6.2945 0.1607 3.3200 -0.0581
O -3.18508 -1.40048 1.38127 4.0102 -0.0170 -2.3906 -0.5279
C 1.28423 1.59506 -1.12483 -0.4927 7.8943 3.1693 0.5910
C 3.69457 0.28887 3.94697 2.5555 -8.9634 -7.8817 0.0176
H 5.12060 -2.37309 2.32585 -0.0419 1.8410 2.2023 0.2367
C -1.60230 -3.25908 0.84847 -1.4407 4.6946 -0.7394 -0.2749
H -4.18914 -0.02816 1.99088 -1.8965 1.3967 1.3468 0.2076
H -2.63621 0.80180 1.29788 -3.0418 -2.3368 -0.6110 0.1645
C -0.49827 -3.80806 0.22211 0.0728 1.7603 2.3141 -0.1997
H -1.02243 0.09652 0.16609 -0.1079 1.7615 -0.7031 0.2393
C -2.34339 3.75183 -2.69969 -2.8139 0.0752 5.7640 -0.3517
H -0.91943 -0.40339 -2.39584 -0.4503 -0.2693 -1.2729 0.2640
H -4.67995 1.18075 -0.38704 0.7641 -2.4563 0.9469 0.2194
C -2.52182 3.16260 -1.42097 4.1510 -3.5167 -6.1765 0.2039
C 4.62563 -0.75726 3.92099 -0.3260 5.3740 4.8537 -0.2833
```
Forces are in eV/Å.

Calculated values
Max |F|   19.8 eV/Å
Highest occupied orbital energy   -0.28082 Ha
LUMO   -0.47 eV
Relative energy (zero: lowest compared OMol25 entry of this formula, charge and spin)   1815.94 kJ/mol
Gap between HOMO and LUMO   7.2 eV
E_tot   -36878.50078 eV
Charge   0

---

(2)
C22H20BF12N11O8S4V as an isolated structure in a non-equilibrium geometry, computed with ωB97M-V with the def2-TZVPD basis set.

```
79
Properties=species:S:1:pos:R:3:forces:R:3:nbo_charge:R:1
N -0.53837 -2.00751 0.53613 0.0032 -0.9942 0.0868 -0.4035
H 2.10854 1.21678 2.06792 0.0218 -0.0438 -0.1434 0.2373
C -3.78821 0.40775 1.25995 -0.1116 0.1869 -0.2836 0.0477
N -2.55320 -0.09598 1.33242 -0.6263 -0.0108 0.6118 -0.3182
H -2.26503 1.52415 -1.38129 0.1119 -0.0188 -0.0821 0.2318
F -1.78272 5.33563 1.03922 0.1032 -0.1916 -0.1047 -0.3064
F 3.39770 3.26824 0.72734 0.0073 -0.1078 0.1304 -0.3047
H 1.50493 1.49078 -3.87002 0.0223 -0.0574 0.0129 0.2404
O 1.64900 -0.88239 -0.62528 0.0060 0.7160 -0.7588 -0.9903
C 2.25441 -2.42204 -3.33034 -0.1727 -0.2965 -0.0577 0.7252
F 3.73598 0.72283 0.04248 0.0141 -0.0718 -0.0600 -0.2941
H 0.73070 2.25440 -2.47481 -0.0138 0.0018 -0.1360 0.2645
C 3.98863 -0.47262 0.55847 0.4364 0.4358 0.4325 0.7639
H -3.21373 -2.39300 6.58488 0.0304 -0.1333 0.1606 0.2336
S -0.65460 3.28655 2.33564 -1.3365 0.5988 0.3002 2.2581
C -1.49773 -3.52252 1.80623 0.1122 0.0395 -0.2843 0.0132
C 1.29247 0.74897 2.58210 0.3618 0.0227 0.8855 0.0235
F -0.59483 5.90107 2.74572 0.1856 -0.0056 0.1137 -0.3111
C -0.72094 -4.19969 0.88981 0.0538 0.1423 -0.1102 -0.3236
N -1.83793 0.28302 0.26569 -1.6265 0.5339 -0.2978 -0.4462
O -0.62461 2.95115 3.71836 0.3685 0.4140 0.1876 -0.9065
F 2.95874 3.29130 -1.38767 -0.3177 -0.1433 0.0516 -0.3075
C -0.06414 0.38397 -3.00229 -0.2787 -0.2277 -0.4649 0.3558
H -1.89289 -3.00625 -1.75137 -0.0927 -0.0511 0.0400 0.2538
H 1.71405 1.03451 4.73532 0.0977 0.1147 0.1379 0.2430
H -5.08403 -0.70120 5.53822 -0.2168 0.0984 0.0367 0.2131
C -2.44173 -2.06221 -1.81139 0.0433 0.0163 0.0421 -0.6641
F 1.06544 -2.54300 -2.70899 0.2313 -0.0686 0.0839 -0.3286
O -0.05109 3.83695 -0.71900 -0.0651 0.1177 -0.3022 -0.9011
N -3.87517 -0.72314 3.85211 -0.4761 0.6091 -0.2285 -0.2803
O 4.72821 -3.06805 -2.69827 0.1485 -0.4334 0.1142 -0.8832
S 3.72353 -2.25214 -2.12295 -0.4080 -0.0892 -1.1679 2.2371
S 0.81710 3.14464 0.17670 0.8337 1.8832 -0.3131 2.2700
V 0.01066 -0.14119 0.03835 0.2359 0.7268 -1.2797 1.6045
N 0.76769 3.54702 1.69070 0.1861 -0.0736 -0.1628 -1.1873
C -0.12258 0.01112 4.08530 0.3395 0.0968 -0.1158 0.0463
F -2.55103 5.03644 3.02440 0.0962 -0.3379 0.0584 -0.3109
C -1.71857 -0.81640 -3.92123 0.4035 0.4192 -0.1870 -0.2700
H -3.35069 -2.23768 -2.38417 -0.0195 0.0049 0.0399 0.2343
O 0.91629 1.72321 -0.07403 0.2041 -1.1247 -0.2487 -0.9868
H -2.14714 -3.89668 2.57135 -0.0938 0.0266 0.2116 0.2361
C -0.75849 0.10524 -4.22573 -0.4574 -0.4178 0.0811 -0.2368
S 2.59238 -1.67479 0.14697 1.5856 -1.2401 1.5855 2.2520
C 2.56287 3.73344 -0.19353 0.1407 0.1283 0.1363 0.7582
C -1.44625 4.99256 2.27826 -0.0140 0.0535 0.0005 0.7309
H -1.39410 -2.64550 4.56646 0.2031 -0.1029 0.0247 0.2253
N 0.28250 0.17052 1.94447 0.5549 0.3418 0.6771 -0.4379
F 2.17936 -1.34187 -4.10524 0.2140 0.1134 0.0565 -0.3118
F 2.38098 -3.48326 -4.12149 0.2506 -0.0156 0.1698 -0.3046
H -4.73030 1.67378 -0.28550 -0.1577 0.1523 -0.0031 0.2399
H 0.55211 -3.30914 -0.69751 0.1061 0.0089 -0.2023 0.2417
C -0.13270 -3.20259 0.11640 -0.3803 -0.3424 0.2779 0.0028
H -0.65929 -0.25204 4.97296 -0.2396 0.0073 0.0912 0.2376
C 1.08669 0.66165 3.95373 0.0843 -0.2885 -0.2465 -0.2984
H -0.58336 -5.25622 0.81121 0.0120 -0.2590 -0.0699 0.2409
C -3.22964 -1.94698 5.61185 0.1632 -0.0586 -0.0773 -0.3409
C -2.30711 -2.08450 4.60742 -0.1534 -0.1043 0.1281 -0.0534
H 1.81317 0.90071 -2.20511 0.1260 0.0976 -0.1929 0.2601
H -4.50098 0.22600 2.04165 0.0424 -0.0478 0.0101 0.2745
H -0.52683 0.54126 -5.17857 0.0503 0.0796 -0.1468 0.2342
C -2.62604 1.05128 -0.48700 -0.5431 0.1307 -0.0306 0.0470
O 3.90533 -0.83571 -2.04464 0.1690 0.3584 -0.4697 -0.9483
O 2.10939 -2.11341 1.41473 0.4532 -0.2311 -0.0887 -0.8621
H -2.68743 -1.75418 -0.79728 -0.0433 -0.0606 -0.0519 0.2456
O -1.44170 2.46088 1.46274 -0.2871 0.4810 0.2434 -0.9550
C -4.19091 -1.07347 5.07778 0.2440 -0.2534 -0.0346 -0.0371
B -1.86080 -0.97671 2.37221 0.0170 -0.0192 -0.0881 0.9349
F 5.18762 -0.89552 0.18749 -0.2477 -0.1373 -0.0213 -0.2918
H -2.43240 -1.28136 -4.57462 -0.1077 -0.0733 -0.0937 0.2329
F 4.02715 -0.32983 1.88759 -0.1749 -0.1705 -0.0101 -0.3068
N 3.18299 -2.82477 -0.72980 0.0810 0.0745 -0.0710 -1.1583
N -0.57901 -0.27191 2.85701 -0.4345 -0.1773 0.6765 -0.3302
C 1.06753 1.30066 -2.89241 0.3300 0.2122 0.2621 -0.6736
C -1.59815 -1.07608 -2.51976 -0.2805 -0.1191 -0.2228 0.3731
F 2.64958 5.05952 -0.20129 -0.4100 -0.1384 0.0718 -0.2986
N -1.35990 -2.20951 1.57515 -0.4371 -0.3650 0.4383 -0.3228
N -0.59973 -0.33603 -1.98859 0.3169 0.2661 -0.0419 -0.6686
C -3.87995 1.14575 0.09185 0.2188 -0.0736 -0.1246 -0.3237
N -2.71906 -1.33390 3.55009 0.2024 -0.5342 0.4084 -0.3793
```
Forces are in eV/Å.

Calculated values
Multiplicity   4
Max |F|   2.6 eV/Å
Highest occupied orbital energy (alpha / beta)   -0.34531 / -0.35903 Ha
LUMO (alpha / beta)   -1.21 / -2.46 eV
Gap between HOMO and LUMO (alpha / beta)   8.2 / 7.3 eV
E_tot   -158226.20119 eV
Charge   0

---

(3)
C22H20BrN2 as an isolated structure in a non-equilibrium geometry, computed with ωB97M-V with the def2-TZVPD basis set.

```
45
Properties=species:S:1:pos:R:3:forces:R:3:nbo_charge:R:1
C -1.11607 -1.38617 2.79732 -0.0183 0.1417 0.2859 -0.2150
C 0.44806 0.81546 2.09141 0.1048 0.2211 -0.5081 -0.1782
C 3.85136 2.05624 -2.05777 -0.3487 -0.1324 -0.0877 0.0445
C 0.28275 -0.24283 1.16030 0.1515 -0.8836 0.7101 -0.0745
C -2.20987 -2.10930 -1.87880 -0.6427 -0.2552 0.8597 -0.2114
H -0.78574 0.89337 -0.97441 0.0461 -0.1255 -1.3893 0.3045
H 1.39028 2.35416 0.29293 0.3657 -0.2487 -0.6403 0.2245
C 2.05342 1.86754 -0.43784 -0.3200 0.0898 0.0115 -0.1916
H -1.54373 -2.42147 -2.68354 -0.0410 -0.2109 0.3549 0.2162
H -0.36885 1.74956 3.87038 0.2872 -0.3743 -0.2407 0.2306
C -0.36291 0.87049 3.21657 -0.0593 -0.3813 0.3399 -0.2255
C -0.39813 -1.40785 1.62171 0.0393 0.3021 -0.2943 -0.1731
C -4.17845 -2.45491 -0.50737 0.1802 -0.1701 0.0305 -0.0651
Br -5.56589 -3.58547 0.16577 0.4501 0.3098 -0.3192 0.1029
H -2.93666 0.67466 -0.05190 0.0701 0.0434 0.3126 0.2272
H -1.64225 -0.89249 5.55065 -0.1276 0.2194 -0.1776 0.2405
C -1.16589 -0.22074 3.57386 -0.0555 0.0458 -0.3306 0.0451
H -0.30300 -2.36078 1.08079 -0.2812 0.6239 -0.0717 0.2237
C 1.88536 0.50671 -0.75898 0.5769 -0.1847 -0.2617 -0.0819
H -4.80953 -0.79584 0.73668 0.3504 -0.1899 -0.5323 0.2480
H -1.66343 -2.26663 3.14009 0.2371 0.1756 -0.1508 0.2291
C 3.03662 2.62116 -1.06738 0.0302 -0.1270 -0.2093 -0.2094
H 4.34066 0.26844 -3.14821 -0.0702 -0.0125 0.3815 0.2315
H -3.41010 -3.94417 -1.87541 0.0580 0.5557 0.0467 0.2498
H 5.79704 2.48848 -2.87884 -0.2813 0.1423 0.0221 0.2387
H -2.05208 0.81518 5.23778 -0.0296 -0.3177 -0.0716 0.2261
C -3.01005 -0.34848 -0.38616 0.4472 -1.0551 -0.3150 -0.1867
H 4.80927 3.92994 -2.49957 0.0621 -0.2862 -0.1494 0.2275
N -0.19971 -0.28636 -2.65313 2.3036 2.3642 -3.5458 0.1213
C -0.74631 -0.12414 -1.40614 -0.3674 0.6174 0.9532 -0.2283
H 4.43431 2.92526 -3.92266 0.1117 0.0160 0.3256 0.2364
C -2.00880 -0.87668 -1.23370 -0.5724 -0.3791 0.1307 -0.0198
H 0.86059 -1.37743 -0.56370 0.5832 0.1622 0.5578 0.2261
N 0.39697 -0.18939 -3.61821 -2.1928 -1.0277 3.8492 0.2596
C -2.02650 -0.18944 4.79584 -0.2100 0.0848 0.3364 -0.6431
H -3.05555 -0.49762 4.55586 0.3032 0.1093 0.0994 0.2323
H 2.78612 -1.16587 -1.86693 -0.2409 0.4526 0.0512 0.2219
C -3.28100 -2.93267 -1.47329 0.1564 0.3752 -0.0916 -0.2207
H 1.26574 1.55445 2.01058 -0.9205 -0.3336 -0.2998 0.2284
H 3.15028 3.68390 -0.84708 -0.0887 -0.3174 0.0416 0.2302
C -4.07607 -1.16191 0.00318 0.0157 0.3444 0.1030 -0.2262
C 2.79672 -0.08407 -1.68176 -0.3580 0.0776 0.1270 -0.1822
C 0.82647 -0.34396 -0.20300 0.0577 -0.9643 -0.2379 -0.0722
C 3.72768 0.69246 -2.35034 -0.0693 0.2010 0.1224 -0.2186
C 4.77688 2.89919 -2.87559 0.3073 0.3020 -0.1281 -0.6433
```
Forces are in eV/Å.

Calculated values
Max |F|   4.8 eV/Å
Highest occupied orbital energy   -0.42483 Ha
LUMO   -4.65 eV
Relative energy (zero: lowest compared OMol25 entry of this formula, charge and spin)   33.95 kJ/mol
Gap between HOMO and LUMO   6.9 eV
E_tot   -96152.37580 eV
Charge   +1

---

(4)
A 2-piece molecular cluster, C22H20BrN2 overall in a non-equilibrium geometry, computed with ωB97M-V with the def2-TZVPD basis set.

```
45
Properties=species:S:1:pos:R:3:forces:R:3:nbo_charge:R:1
H -0.52403 2.41206 1.34659 -0.1528 -0.2394 0.1714 0.2154
H -0.96024 -0.04616 -1.99734 0.7396 -0.4077 -0.3065 0.2470
C 1.67770 3.56437 -1.43383 -0.3908 -0.2152 0.2506 -0.2490
N 0.73917 -1.13124 -2.60451 1.0814 2.6658 -1.1032 0.0409
C -0.86098 -4.52174 -0.78155 -0.2971 0.3053 0.0212 -0.2179
H -2.51966 2.05887 2.73229 0.3806 -0.1799 0.0274 0.2354
C -1.14201 -1.03664 3.00826 0.1033 -0.0568 -0.0305 -0.2385
H 3.57366 3.91070 -4.03573 -0.0565 -0.0290 0.2434 0.2505
C 3.51736 2.06098 -1.87083 0.0367 0.0098 -0.0069 -0.2391
Br -2.85892 -6.03700 0.57589 -0.0104 0.1033 -0.0175 0.0937
N 1.71027 -0.86942 -3.18562 -2.6646 -1.3757 1.7793 0.0426
C -0.42246 -1.00473 -1.95473 0.8796 0.2623 -0.6074 -0.2587
H 4.45920 1.85140 -2.38484 -0.3361 -0.0100 0.2068 0.2401
H 4.53440 4.54485 -2.70336 -0.1944 -0.1029 0.0050 0.2489
H 0.67270 -3.42500 -1.82282 -0.2954 -0.1047 0.1655 0.2129
H 3.44460 0.16638 -0.86649 -0.0236 0.2601 -0.0338 0.2281
H -1.29996 -1.98322 3.53141 0.1017 0.2945 -0.2132 0.2405
C -0.71535 1.42303 1.74524 -0.1811 -0.2112 -0.0681 -0.1130
C 1.23485 0.34823 0.51137 -0.0784 0.4241 0.2441 0.1016
C -2.32310 -2.12926 -0.77501 0.8717 0.1471 -0.4015 -0.2230
H -2.81313 -0.31063 5.22329 0.0519 0.0311 -0.2616 0.2519
C -0.09196 -0.89379 2.12491 0.1826 0.1552 -0.2821 -0.0882
H -3.79230 0.75918 4.20537 0.0631 -0.1746 0.0436 0.2303
H -0.28876 -5.44087 -0.78460 -0.1139 -0.0087 0.0315 0.2376
C 0.15752 0.33739 1.43413 -0.4628 -0.2952 0.5419 -0.1080
C -2.13798 -4.47700 -0.20345 0.3299 0.7489 -0.3175 -0.1054
C -1.03200 -2.16047 -1.37257 -0.5014 -1.5187 0.7734 -0.0016
C -2.02635 0.02811 3.24072 0.1539 -0.3551 -0.0655 0.1182
H 1.20424 4.53820 -1.58267 0.0298 -0.4104 -0.0174 0.2355
C -2.86788 -3.27527 -0.20298 0.4518 -0.3813 -0.0666 -0.2253
H 2.92527 5.21926 -3.03134 0.1348 -0.1138 -0.0359 0.2307
H -2.87731 -1.18512 -0.78367 0.0801 -0.3923 0.0534 0.2165
C -0.31811 -3.37990 -1.36403 -0.5147 0.1001 0.2674 -0.2264
C 1.06980 2.61046 -0.63051 0.2698 0.0974 -0.0764 -0.0456
H 1.84517 -0.55843 0.52742 -0.1837 0.1339 -0.1161 0.2229
C 2.89074 3.29902 -2.08395 0.2820 -0.3308 0.0783 0.1174
C 3.51063 4.29624 -3.00954 -0.0132 0.3495 -0.0963 -0.6564
H -3.85475 -3.25122 0.24456 0.0745 0.0169 -0.0579 0.2354
H 0.58224 -1.73013 1.93525 -0.2263 0.1300 0.0410 0.2272
C -1.81142 1.24137 2.57421 0.2947 0.2966 -0.2037 -0.2337
C -3.16462 -0.13638 4.19737 -0.3158 0.1426 0.0812 -0.6563
C 2.95508 1.12709 -1.02748 -0.3305 -0.2151 0.2633 -0.0738
C 1.71604 1.36891 -0.34621 0.2695 0.2762 -0.7507 -0.2146
H 0.07594 2.81215 -0.24762 0.3028 0.0447 -0.1491 0.2062
H -3.79332 -0.99467 3.92901 0.1777 0.1332 -0.0041 0.2470
```
Forces are in eV/Å.

Calculated values
Max |F|   3.5 eV/Å
Highest occupied orbital energy   -0.37826 Ha
LUMO   -5.52 eV
Relative energy (zero: lowest compared OMol25 entry of this formula, charge and spin)   0.00 kJ/mol
Gap between HOMO and LUMO   4.8 eV
E_tot   -96152.72769 eV
Charge   +1